# C4H7NOS

A cluster of 2 separate species, C4H7NOS in total in a non-equilibrium geometry (wB97M-V/def2-TZVPD, the OMol25 dataset).

Values from the calculation:
LUMO energy: 0.0225 Ha
net charge: 0
orbital gap: 8.855 eV
ΔE to the lowest compared entry with this formula, charge and spin: 404.3 kJ/mol

The geometry in XYZ format:
```
14
Properties=species:S:1:pos:R:3:forces:R:3
H -1.31043 -1.78466 -0.18098 1.48 -0.93 -2.37
H -3.01582 0.15463 1.43719 0.85 -0.35 -0.74
H -1.81737 0.36727 -1.02761 1.45 -0.45 -2.08
C 2.65608 0.82978 -0.48147 1.60 -1.34 -1.25
O -2.37424 0.69955 -0.36690 -0.75 2.32 -0.28
H 3.61176 1.17126 -0.84529 0.02 0.65 0.23
H 1.44713 2.45517 0.07337 -0.41 -1.10 0.14
N 1.49522 1.49366 -0.28855 -0.78 1.70 0.23
C 2.25180 -0.44780 -0.42821 -1.46 1.97 1.13
C -1.70943 -1.33435 0.63662 -2.73 -0.01 2.18
H -2.06617 -2.04931 1.37482 0.43 0.37 0.33
C -2.34951 -0.16743 0.59310 -1.62 -1.53 3.18
S 0.63159 0.00746 0.07649 0.51 1.53 -0.10
H 2.54938 -1.39521 -0.57258 1.41 -2.82 -0.60
```
Positions in Å, forces in eV/Å.

# C4H7NOS

The molecule C4H7NOS in a non-equilibrium geometry (wB97M-V/def2-TZVPD, the OMol25 dataset).

Values from the calculation:
LUMO energy (spin up / spin down): -0.0001 / -0.0001 Ha
net charge: 0
orbital gap (spin up / spin down): 7.442 / 7.445 eV
ΔE to the lowest compared entry with this formula, charge and spin: 300.4 kJ/mol

The geometry in XYZ format:
```
14
Properties=species:S:1:pos:R:3:forces:R:3
C -0.99753 0.19691 -0.77668 0.89 0.76 0.21
C 0.19066 0.42616 -0.17682 -0.32 -0.20 -0.05
S -2.01349 -2.37402 0.08819 0.53 1.37 -0.38
C -1.86110 -0.92210 -0.72273 -0.70 -1.99 0.68
H -1.33922 1.00278 -1.41696 -0.04 -0.02 -0.06
H 0.66289 -0.28702 0.48944 0.05 -0.02 0.06
H -2.70551 -0.87616 -1.40130 -0.07 -0.09 0.03
H 2.56745 2.60657 -0.24807 -0.02 -0.07 0.10
O 0.84733 1.58214 -0.42841 -0.51 -0.36 -0.17
N -0.87374 -2.63632 1.13781 0.08 0.71 -0.44
H 2.68182 0.90399 0.26166 0.01 0.00 -0.02
H -1.06918 -3.50938 1.61506 -0.18 -0.11 -0.11
H 1.85614 2.08909 1.30913 0.04 -0.03 -0.16
C 2.05349 1.79737 0.26969 0.23 0.06 0.31
```
Positions in Å, forces in eV/Å.

# C4H7NOS

The molecule C4H7NOS in a non-equilibrium geometry (wB97M-V/def2-TZVPD, the OMol25 dataset).

Values from the calculation:
LUMO energy: 0.0337 Ha
net charge: 0
orbital gap: 9.425 eV
structure (SMILES): C1=NSCOCC1
ΔE to the lowest compared entry with this formula, charge and spin: 191.7 kJ/mol

The geometry in XYZ format:
```
14
Properties=species:S:1:pos:R:3:forces:R:3
H -0.77743 -1.03845 1.35960 0.20 -0.58 -0.45
H 0.31465 0.65069 -1.65119 -0.45 -0.70 -1.03
C -0.45844 1.51557 0.11559 -0.06 -0.57 0.41
S -2.09646 -0.40194 -0.48763 0.17 -0.06 0.29
H -0.30978 2.37902 0.78171 0.54 0.03 -0.68
C 1.23926 -0.37551 0.02213 -1.25 -0.61 0.09
C 0.66246 0.85027 -0.67384 1.58 2.62 1.54
H 1.44337 1.64512 -0.80540 -0.39 -0.65 0.20
C -0.84366 -1.45485 0.33218 -0.38 0.27 -1.26
N -1.65024 1.09941 0.21615 -0.66 0.19 -0.01
H 2.26224 -0.66380 -0.23149 -0.20 0.31 -0.21
H -1.32355 -2.45120 0.27568 0.68 0.36 0.26
H 1.14231 -0.29411 1.12591 0.44 0.24 -0.48
O 0.39528 -1.46022 -0.37941 -0.22 -0.85 1.33
```
Positions in Å, forces in eV/Å.

# C4H7NOS

The molecule C4H7NOS in a non-equilibrium geometry (wB97M-V/def2-TZVPD, the OMol25 dataset).

Values from the calculation:
LUMO energy: -0.0010 Ha
net charge: 0
orbital gap: 8.630 eV
structure (SMILES): C=C[C@@H](N)C(O)=S
ΔE to the lowest compared entry with this formula, charge and spin: 419.5 kJ/mol

The geometry in XYZ format:
```
14
Properties=species:S:1:pos:R:3:forces:R:3
H 4.07694 0.40818 -0.00234 -3.94 -1.37 -0.96
O -0.47596 1.44000 0.76864 1.16 3.09 0.18
C 0.49139 -0.30911 -0.36946 -1.25 0.66 -0.91
N 0.63157 -1.28531 0.64679 -1.72 -0.74 5.04
H -0.39221 -1.44521 1.20144 3.47 0.34 -2.44
C 1.71824 0.48091 -0.68546 3.42 -4.96 4.22
H 0.44460 1.74140 0.44160 -1.47 -0.31 1.35
S -2.28787 -0.29477 -0.28068 2.37 1.83 0.62
C -0.74905 0.44384 0.01712 -2.54 -2.52 -0.85
H 0.13171 -0.69655 -1.25877 -0.14 -1.80 -2.05
H 1.55846 1.14673 -1.45034 0.59 2.30 -1.26
C 2.88232 -0.11723 -0.09686 1.64 3.66 -1.84
H 2.94978 -1.16290 0.24684 -0.81 0.92 0.34
H 1.16590 -0.78870 1.44371 -0.79 -1.11 -1.45
```
Positions in Å, forces in eV/Å.

# C4H7NS

A cluster of 2 separate species, C4H7NS in total in a non-equilibrium geometry (wB97M-V/def2-TZVPD, the OMol25 dataset).

Values from the calculation:
LUMO energy: -0.0049 Ha
net charge: 0
orbital gap: 8.522 eV
ΔE to the lowest compared entry with this formula, charge and spin: 525.6 kJ/mol

The geometry in XYZ format:
```
13
Properties=species:S:1:pos:R:3:forces:R:3
C 0.32884 0.57788 -0.37490 2.32 0.40 -0.94
H 0.73333 1.35847 -1.21667 -1.07 -1.97 2.43
N -1.11112 0.74733 -0.22051 -1.35 4.82 1.95
C 1.08293 -0.76550 -0.52037 2.74 -0.47 -0.81
C 1.44782 0.14376 0.75396 -1.97 -2.78 -0.91
H 0.81125 -1.93715 -0.37355 0.02 3.32 -0.24
H -1.53120 2.08055 0.18461 1.59 -5.10 -1.89
H -1.52498 -1.04434 0.42861 0.34 -1.70 0.17
C -2.06642 -0.19907 0.11098 3.74 1.29 -0.44
H 2.53331 0.35132 1.02017 -1.73 0.52 -0.87
H 1.97564 -0.68985 -1.34856 -2.60 -0.24 1.87
H 0.94298 -0.49090 1.54539 0.54 1.50 -0.40
S -3.62240 -0.13250 0.01083 -2.57 0.42 0.10
```
Positions in Å, forces in eV/Å.

# C4H7NS

The molecule C4H7NS in a non-equilibrium geometry (wB97M-V/def2-TZVPD, the OMol25 dataset).

Values from the calculation:
LUMO energy: -0.0014 Ha
net charge: 0
orbital gap: 8.383 eV
structure (SMILES): CC(=S)N1CC1
ΔE to the lowest compared entry with this formula, charge and spin: 328.4 kJ/mol

The geometry in XYZ format:
```
13
Properties=species:S:1:pos:R:3:forces:R:3
N -0.01725 -1.09230 0.14312 1.14 1.05 -0.73
H 1.16344 0.03289 -1.20838 0.72 -0.44 -0.90
H -1.52547 1.80168 -0.99140 -0.39 -1.03 0.98
S -2.59066 -1.10894 0.04170 0.43 0.75 -0.39
C 1.21580 -0.51845 0.73230 0.38 0.06 2.57
C -1.19884 1.26608 -0.05398 3.42 -0.16 -3.10
H 1.56165 -1.19829 1.63654 -0.42 1.59 -2.10
C -1.20935 -0.23545 -0.06232 -0.02 -2.15 0.29
C 1.33549 -0.90641 -0.68571 -1.80 0.24 -0.03
H 1.82380 -1.79168 -1.24262 -1.06 1.50 1.44
H 1.27591 0.64388 0.95423 -0.08 -2.60 -0.36
H -0.10357 1.57991 -0.05228 -1.31 0.00 0.65
H -1.73095 1.52707 0.78881 -0.99 1.19 1.69
```
Positions in Å, forces in eV/Å.

# C4H7NS2

The molecule C4H7NS2 in a non-equilibrium geometry (wB97M-V/def2-TZVPD, the OMol25 dataset).

Values from the calculation:
LUMO energy: 0.0186 Ha
net charge: 0
orbital gap: 9.693 eV
structure (SMILES): CCSSCC#N
ΔE to the lowest compared entry with this formula, charge and spin: 99.0 kJ/mol

The geometry in XYZ format:
```
14
Properties=species:S:1:pos:R:3:forces:R:3
C 0.01663 -0.93387 -2.29527 0.40 -0.96 1.27
H -0.06362 -1.47875 -3.25676 -0.04 0.61 0.59
S -1.16956 -0.73504 0.47071 0.13 0.60 0.53
H -0.51391 0.54350 2.77971 -2.77 -0.57 2.90
C 0.40392 -0.10521 1.22514 -0.88 3.34 -3.92
H 1.12510 0.15001 0.39401 -0.80 -0.23 0.83
N -0.93064 1.41341 -2.27329 -0.81 1.65 0.24
H -0.38615 1.86330 1.57031 -1.04 0.76 -0.35
H 1.03067 -0.62538 -2.03457 0.35 -0.62 -0.54
H 0.74545 -0.87122 1.74866 1.84 -3.31 2.38
H 0.89381 1.43152 2.61008 1.13 0.42 0.64
C 0.03293 1.06888 2.12138 2.20 -0.67 -2.44
S -0.53387 -2.03886 -0.89207 0.24 -0.68 -0.68
C -0.65077 0.31770 -2.16805 0.07 -0.34 -1.45
```
Positions in Å, forces in eV/Å.

# C4H7NS3

A structure of composition C4H7NS3 in a non-equilibrium geometry (wB97M-V/def2-TZVPD, the OMol25 dataset).

Values from the calculation:
LUMO energy: -0.0116 Ha
net charge: 0
orbital gap: 7.934 eV
ΔE to the lowest compared entry with this formula, charge and spin: 221.1 kJ/mol

The geometry in XYZ format:
```
15
Properties=species:S:1:pos:R:3:forces:R:3
C 1.47891 1.02282 -0.59599 5.98 2.81 1.20
H 2.62889 2.12372 0.85365 -1.84 -4.39 -0.13
N 2.21126 1.01763 0.71774 1.10 2.30 1.21
S -1.14277 1.06507 0.25483 0.08 -0.43 0.61
H 0.38181 2.77726 -0.03799 0.27 -0.71 -0.53
C -0.68510 -0.57880 0.26150 -3.10 -1.02 1.69
H 2.36540 -0.90434 -1.69062 -1.04 2.22 0.77
C 1.45035 -0.20833 -1.44466 0.65 -1.26 -1.93
C 0.27055 1.77279 -0.50594 -2.14 2.13 -0.71
H 2.17833 1.84445 -1.08078 -1.17 -1.96 -0.08
S 0.42709 -1.41304 -0.71691 -1.10 -1.84 1.42
S -1.83196 -1.37656 1.27669 1.69 0.00 -1.24
H 0.02930 1.84976 -1.52974 -0.82 1.09 -1.39
H 1.64633 0.74669 1.57569 0.72 0.64 -1.60
H 0.96507 -0.01933 -2.43758 0.71 0.42 0.71
```
Positions in Å, forces in eV/Å.

Sequential E_tot output: -18630.3595; -18631.4360; -18632.5625; -18630.2014; -16581.4835; -16583.5275; -27420.8196; -38254.8356 eV